1.
The molecule C5H6O. Source: the Open Molecules 2025 dataset; level of theory: ωB97M-V with the def2-TZVPD basis set.

Summary:
ΔE to the lowest compared entry with this formula, charge and spin: 430.65 kJ/mol
lowest unoccupied orbital energy: 0.12 eV
M: 82.10 g mol⁻¹

Last column: natural (NBO) charge in e.
Atoms and positions in Å:
C  -1.05  1.05  0.04  -0.6409
C  -0.10  -0.10  0.22  0.4240
O  -0.36  -0.80  1.37  -0.6846
C  0.46  -0.80  -0.96  -0.4441
C  1.49  -0.16  -0.14  -0.4518
C  2.32  0.23  0.74  0.1108
H  -2.06  0.62  -0.09  0.2364
H  -0.83  1.64  -0.85  0.2266
H  -1.08  1.69  0.93  0.2376
H  0.30  -0.31  -1.92  0.2423
H  0.43  -1.88  -0.99  0.2453
H  0.49  -1.18  1.64  0.4985


2.
A structure of composition C4H16NO6. Source: the Open Molecules 2025 dataset; level of theory: ωB97M-V with the def2-TZVPD basis set.

Summary:
ΔE to the lowest compared entry with this formula, charge and spin: 143.97 kJ/mol
lowest unoccupied orbital energy: 3.47 eV
M: 174.17 g mol⁻¹
total charge: -1

Last column: natural (NBO) charge in e.
Atoms and positions in Å:
O  -3.47  0.34  0.12  -0.6376
C  -2.43  -0.23  -0.19  0.5198
N  -2.12  -1.37  0.51  -0.6386
C  -0.85  -2.07  0.13  -0.2220
C  0.45  -1.33  0.56  -0.4582
C  0.41  -0.90  2.00  -0.0728
O  1.41  0.08  2.33  -0.7732
H  -1.74  0.02  -1.03  0.1560
H  -2.63  -1.84  1.23  0.4013
H  -0.72  -2.24  -0.95  0.2102
H  -0.92  -2.98  0.78  0.1786
H  1.22  -2.00  0.19  0.2400
H  0.59  -0.39  -0.02  0.2206
H  -0.55  -0.56  2.37  0.1641
H  0.74  -1.72  2.65  0.1533
H  1.23  0.88  1.79  0.5023
H  1.43  3.09  1.53  0.4573
O  0.72  2.48  1.28  -1.0534
H  0.54  2.46  0.23  0.5137
H  -0.13  2.72  -1.72  0.4440
O  0.62  2.47  -1.16  -1.0982
H  1.64  -0.61  -1.96  0.4861
H  2.95  -0.75  -1.25  0.4452
O  2.36  -1.26  -1.83  -1.0087
H  0.87  1.45  -1.89  0.4986
H  0.78  0.69  -3.46  0.4565
O  1.02  0.50  -2.55  -1.0849


3.
A structure of composition C34H35F3FeGeI2N2S2Si. Source: the Open Molecules 2025 dataset; level of theory: ωB97M-V with the def2-TZVPD basis set.

Summary:
2S+1: 6
lowest unoccupied orbital energy (spin up / spin down): 2.04 / -0.22 eV
M: 1003.14 g mol⁻¹
total charge: -1

Last column: Löwdin charge in e.
Atoms and positions in Å:
Fe  0.81  -0.44  0.33  0.1877
S  -2.20  2.75  2.39  1.1147
C  -0.58  3.05  2.91  -0.4677
C  -0.12  3.94  3.87  -0.0973
C  1.24  4.00  4.09  -0.0849
C  2.12  3.20  3.36  -0.1154
C  1.66  2.31  2.41  -0.0490
C  0.29  2.23  2.19  -0.2881
N  -0.34  1.39  1.26  0.0573
C  -1.62  1.57  1.24  -0.5059
C  -2.61  0.86  0.40  -0.1991
C  -3.84  0.52  0.98  -0.0636
C  -4.80  -0.17  0.28  -0.0787
C  -4.53  -0.57  -1.03  -0.0771
C  -3.33  -0.22  -1.62  -0.0766
C  -2.36  0.54  -0.95  -0.2646
H  -0.81  4.58  4.42  0.1029
H  1.63  4.67  4.85  0.1016
H  3.19  3.25  3.57  0.0525
H  2.34  1.70  1.83  0.0637
H  -4.02  0.79  2.02  0.0888
H  -5.75  -0.39  0.74  0.1004
H  -5.26  -1.15  -1.58  0.1014
H  -3.11  -0.53  -2.63  0.1149
C  -3.61  -6.27  0.34  -0.1988
Si  -2.68  -4.92  -0.58  0.4832
C  -3.88  -4.10  -1.76  -0.1816
C  -1.32  -5.74  -1.56  -0.1985
C  -2.13  -3.67  0.70  -0.2488
C  -2.57  -3.74  2.01  -0.0928
C  -2.19  -2.79  2.96  -0.0790
C  -1.37  -1.77  2.55  -0.1785
N  -0.95  -1.64  1.29  -0.0802
C  -1.27  -2.58  0.37  -0.7560
S  -0.54  -2.33  -1.17  0.6230
H  -3.97  -7.02  -0.37  0.0264
H  -4.48  -5.87  0.87  0.0249
H  -2.97  -6.78  1.06  0.0327
H  -4.30  -4.83  -2.46  0.0290
H  -3.37  -3.32  -2.33  0.0134
H  -4.71  -3.64  -1.21  0.0223
H  -1.74  -6.57  -2.15  0.0272
H  -0.54  -6.14  -0.91  0.0357
H  -0.86  -5.03  -2.24  -0.0049
H  -3.24  -4.54  2.31  0.0878
H  -2.51  -2.85  3.99  0.0930
H  -1.02  -1.00  3.24  0.1055
I  2.37  -1.46  2.05  0.2095
I  4.53  0.55  4.56  -0.1611
C  -2.05  4.09  -1.60  -0.2094
Ge  -1.71  2.61  -2.84  0.8273
C  -0.24  3.02  -4.06  -0.2196
C  -3.35  2.26  -3.84  -0.2199
C  -1.19  1.06  -1.73  -0.2590
H  -2.45  4.96  -2.12  0.0147
H  -1.13  4.37  -1.08  0.0221
H  -2.78  3.77  -0.84  0.0102
H  -0.49  3.87  -4.70  0.0141
H  -0.03  2.16  -4.69  0.0131
H  0.66  3.26  -3.49  0.0213
H  -3.60  3.12  -4.46  0.0153
H  -4.18  2.08  -3.15  0.0145
H  -3.25  1.38  -4.48  0.0192
H  -0.39  1.42  -1.10  0.0294
H  -0.79  0.28  -2.37  0.0490
F  6.94  -0.53  -6.99  0.1262
C  6.50  0.65  -6.52  -0.5809
F  7.60  1.30  -6.08  0.1258
F  6.04  1.35  -7.57  0.1222
C  5.48  0.50  -5.44  -0.1456
C  4.22  1.06  -5.55  -0.0154
C  3.32  0.95  -4.50  -0.0191
C  3.66  0.28  -3.33  -0.2470
C  4.93  -0.30  -3.24  -0.0131
C  5.83  -0.19  -4.28  -0.0170
C  2.73  0.15  -2.24  -0.1463
C  1.97  0.02  -1.30  -0.1338
H  3.94  1.58  -6.45  0.1141
H  2.33  1.39  -4.58  0.0948
H  5.20  -0.83  -2.33  0.1204
H  6.82  -0.64  -4.20  0.1214


4.
A structure of composition C5H9N. Source: the Open Molecules 2025 dataset; level of theory: ωB97M-V with the def2-TZVPD basis set.

Summary:
ΔE to the lowest compared entry with this formula, charge and spin: 613.53 kJ/mol
lowest unoccupied orbital energy: -1.75 eV
M: 83.13 g mol⁻¹

Last column: natural (NBO) charge in e.
Atoms and positions in Å:
C  2.17  -0.33  0.38  -0.4010
N  0.83  -0.25  0.72  -0.5952
C  0.02  -0.03  -0.31  -0.0125
C  0.15  0.03  -1.66  -0.2243
C  -1.93  0.46  1.10  -0.7117
C  -1.36  0.05  -0.27  0.0952
H  2.65  0.69  0.38  0.1790
H  2.65  -1.05  1.07  0.1977
H  2.26  -0.87  -0.70  0.1313
H  -1.12  0.18  1.75  0.2676
H  0.81  -0.60  -2.32  0.1933
H  -0.39  0.86  -2.25  0.2026
H  -2.80  -0.19  1.47  0.2213
H  -2.35  1.51  1.24  0.2590
H  -1.93  0.15  -1.15  0.1978


5.
The molecule C3H6INO. Source: the Open Molecules 2025 dataset; level of theory: ωB97M-V with the def2-TZVPD basis set.

Summary:
ΔE to the lowest compared entry with this formula, charge and spin: 87.14 kJ/mol
lowest unoccupied orbital energy: 0.43 eV
SMILES string: [H]/N=C(/CI)OC
M: 198.99 g mol⁻¹

Last column: natural (NBO) charge in e.
Atoms and positions in Å:
C  0.27  -0.07  0.46  0.5439
C  -0.24  -0.09  -1.84  -0.2706
C  -0.03  0.66  1.74  -0.5802
N  0.92  -1.15  0.62  -0.6870
O  -0.34  0.58  -0.59  -0.4930
I  -2.08  0.75  2.32  0.1159
H  -0.52  0.69  -2.45  0.2053
H  -0.83  -1.09  -1.90  0.1829
H  0.72  -0.48  -2.20  0.1801
H  0.51  1.64  1.67  0.2365
H  0.54  0.20  2.43  0.2279
H  1.09  -1.64  -0.27  0.3384


6.
A cluster of 2 separate species, C10H13N2O2 in total. Source: the Open Molecules 2025 dataset; level of theory: ωB97M-V with the def2-TZVPD basis set.

Summary:
ΔE to the lowest compared entry with this formula, charge and spin: 463.54 kJ/mol
lowest unoccupied orbital energy (spin up / spin down): -4.15 / -6.30 eV
M: 193.23 g mol⁻¹
total charge: +1

Last column: natural (NBO) charge in e.
Atoms and positions in Å:
C  1.24  -2.85  1.31  -0.1444
C  1.66  -2.81  0.01  -0.1824
C  0.32  -1.86  1.75  -0.1733
C  1.37  -1.74  -0.89  -0.2375
C  0.00  -0.76  0.99  -0.0169
C  0.50  -0.74  -0.39  0.1616
C  -0.67  0.51  1.33  -0.4595
C  -0.93  1.14  -0.04  0.1499
C  -2.24  0.80  -0.62  -0.6037
C  -0.77  2.63  -0.13  -0.6269
N  2.08  2.11  -0.73  0.3238
N  0.17  0.52  -0.93  0.0417
O  0.09  0.64  -2.28  -0.4758
O  2.87  1.39  -0.37  -0.1016
H  1.44  -3.67  1.95  0.2428
H  2.26  -3.67  -0.49  0.2490
H  0.08  -2.03  2.82  0.2431
H  1.78  -1.71  -1.88  0.2359
H  -1.68  0.50  1.80  0.2603
H  -0.12  1.14  2.03  0.2542
H  -2.95  0.97  0.14  0.2443
H  -2.21  -0.43  -0.66  0.1929
H  -2.33  1.12  -1.59  0.2407
H  -0.52  2.96  -1.09  0.2375
H  -0.02  2.86  0.58  0.2123
H  -1.70  3.17  0.02  0.2443
H  0.29  -0.19  -2.65  0.4877


M of number 1 (C5H6O)? 82.10 g mol⁻¹


Please write out number 2 again, unchanged.
A structure of composition C4H16NO6. Source: the Open Molecules 2025 dataset; level of theory: ωB97M-V with the def2-TZVPD basis set.

Summary:
ΔE to the lowest compared entry with this formula, charge and spin: 143.97 kJ/mol
lowest unoccupied orbital energy: 3.47 eV
M: 174.17 g mol⁻¹
total charge: -1

Last column: natural (NBO) charge in e.
Atoms and positions in Å:
O  -3.47  0.34  0.12  -0.6376
C  -2.43  -0.23  -0.19  0.5198
N  -2.12  -1.37  0.51  -0.6386
C  -0.85  -2.07  0.13  -0.2220
C  0.45  -1.33  0.56  -0.4582
C  0.41  -0.90  2.00  -0.0728
O  1.41  0.08  2.33  -0.7732
H  -1.74  0.02  -1.03  0.1560
H  -2.63  -1.84  1.23  0.4013
H  -0.72  -2.24  -0.95  0.2102
H  -0.92  -2.98  0.78  0.1786
H  1.22  -2.00  0.19  0.2400
H  0.59  -0.39  -0.02  0.2206
H  -0.55  -0.56  2.37  0.1641
H  0.74  -1.72  2.65  0.1533
H  1.23  0.88  1.79  0.5023
H  1.43  3.09  1.53  0.4573
O  0.72  2.48  1.28  -1.0534
H  0.54  2.46  0.23  0.5137
H  -0.13  2.72  -1.72  0.4440
O  0.62  2.47  -1.16  -1.0982
H  1.64  -0.61  -1.96  0.4861
H  2.95  -0.75  -1.25  0.4452
O  2.36  -1.26  -1.83  -1.0087
H  0.87  1.45  -1.89  0.4986
H  0.78  0.69  -3.46  0.4565
O  1.02  0.50  -2.55  -1.0849


Which of these has the lowest M? C5H6O


Repeat the fourth record exactly.
A structure of composition C5H9N. Source: the Open Molecules 2025 dataset; level of theory: ωB97M-V with the def2-TZVPD basis set.

Summary:
ΔE to the lowest compared entry with this formula, charge and spin: 613.53 kJ/mol
lowest unoccupied orbital energy: -1.75 eV
M: 83.13 g mol⁻¹

Last column: natural (NBO) charge in e.
Atoms and positions in Å:
C  2.17  -0.33  0.38  -0.4010
N  0.83  -0.25  0.72  -0.5952
C  0.02  -0.03  -0.31  -0.0125
C  0.15  0.03  -1.66  -0.2243
C  -1.93  0.46  1.10  -0.7117
C  -1.36  0.05  -0.27  0.0952
H  2.65  0.69  0.38  0.1790
H  2.65  -1.05  1.07  0.1977
H  2.26  -0.87  -0.70  0.1313
H  -1.12  0.18  1.75  0.2676
H  0.81  -0.60  -2.32  0.1933
H  -0.39  0.86  -2.25  0.2026
H  -2.80  -0.19  1.47  0.2213
H  -2.35  1.51  1.24  0.2590
H  -1.93  0.15  -1.15  0.1978